# 1
DFT (ωB97M-V/def2-TZVPD) results for C2HNO3 in the gas phase at a distorted geometry.

Structure (XYZ):
```
7
Properties=species:S:1:pos:R:3:forces:R:3:lowdin_charge:R:1
C 0.14919 -0.71281 0.01130 2.1 3.1 -0.7 -0.355
C -3.47050 -0.10316 -0.09405 0.8 -0.3 1.2 -0.258
N -2.36452 -0.60111 0.06732 0.2 -1.7 -0.2 0.130
O -4.61666 0.09054 0.02192 0.4 0.3 -0.7 0.179
O -1.07546 -0.11503 -0.00510 -1.0 2.1 -0.2 -0.018
O 0.60456 -1.78632 -0.01889 -0.9 -1.5 0.3 0.134
H 0.85252 0.26514 -0.06237 -1.6 -1.8 0.4 0.188
```
Positions in Å, forces in eV/Å.

Summary:
Total charge: 0
Energy relative to the best compared isomer or geometry (same formula, charge and spin), kJ/mol: 301.9
Kohn-Sham gap, eV: 10.876
SMILES: O=C=NOC=O

# 2
DFT (ωB97M-V/def2-TZVPD) results for C2HNO4 in the gas phase at a distorted geometry.

Structure (XYZ):
```
8
Properties=species:S:1:pos:R:3:forces:R:3:lowdin_charge:R:1
C -0.14813 -0.13731 1.30298 -1.0 0.4 -2.1 -0.115
C 0.16239 0.70654 -0.10953 -0.9 -2.1 4.5 -0.272
N 0.07655 -0.30861 -1.16766 -0.8 2.0 0.2 -0.397
O 0.54417 -1.07762 1.58601 -1.1 1.4 0.3 0.096
O 0.43901 1.82977 -0.20443 0.2 1.4 -0.8 0.218
O -0.93236 -0.94089 -1.27345 -0.7 -1.0 -0.1 0.139
O 1.06999 -0.28597 -1.79080 2.4 -1.3 -2.5 0.173
H -1.21161 0.21410 1.65687 1.9 -0.8 0.5 0.158
```
Positions in Å, forces in eV/Å.

Summary:
Total charge: 0
Energy relative to the best compared isomer or geometry (same formula, charge and spin), kJ/mol: 397.7
Kohn-Sham gap, eV: 9.501
SMILES: O=CC(=O)[N+](=O)[O-]

# 3
DFT (ωB97M-V/def2-TZVPD) results for an isolated ion of composition C2HNO5S and charge -2 at a distorted geometry.

Structure (XYZ):
```
10
Properties=species:S:1:pos:R:3:forces:R:3:lowdin_charge:R:1
C -0.53061 1.59498 0.09008 1.6 -0.7 -0.8 -0.858
C 0.22204 -1.53663 -1.28086 2.1 0.7 -0.8 -0.896
N 0.79305 0.18859 2.13144 0.6 -1.0 -1.4 -0.426
O -0.18939 2.29764 -0.83738 0.7 1.1 -1.2 -0.083
O -0.57407 -2.21524 -1.87005 -3.0 -1.7 -0.2 -0.030
O -1.52532 1.52008 0.75124 -1.7 -0.3 1.8 -0.050
O -0.20379 -0.93425 -0.04516 0.0 -1.3 -0.5 -0.338
O 1.36726 -1.28406 -1.69115 0.8 0.6 0.8 -0.119
S 0.84881 0.17620 0.52079 -0.2 2.2 1.4 0.903
H -0.20799 0.19270 2.23105 -0.9 0.4 0.9 -0.103
```
Positions in Å, forces in eV/Å.

Summary:
Total charge: -2
Energy relative to the best compared isomer or geometry (same formula, charge and spin), kJ/mol: 106.2
Kohn-Sham gap, eV: 6.453

# 4
DFT (ωB97M-V/def2-TZVPD) results for C2HO3Tl as an isolated structure at a distorted geometry.

Structure (XYZ):
```
7
Properties=species:S:1:pos:R:3:forces:R:3:lowdin_charge:R:1
O -2.44705 0.11448 -0.17618 1.3 -2.3 2.1 0.573
H -2.91692 0.97243 0.00122 -1.1 1.4 -0.2 0.309
O 1.07222 0.20214 -0.01525 -2.4 4.2 1.1 0.198
C -0.11662 -0.04261 0.12863 2.1 -0.9 0.9 0.301
C -1.36791 -0.09142 0.34076 -3.2 1.5 -2.9 0.353
O 1.92238 -0.79530 -0.10454 0.4 -4.4 -0.7 -0.014
Tl 3.85389 -0.35973 -0.17466 2.9 0.4 -0.2 2.280
```
Positions in Å, forces in eV/Å.

Summary:
Total charge: +4
Kohn-Sham gap (alpha / beta), eV: 5.814 / 5.814

# 5
DFT (ωB97M-V/def2-TZVPD) results for C2HO3V as an isolated structure at a distorted geometry.

Structure (XYZ):
```
7
Properties=species:S:1:pos:R:3:forces:R:3:mulliken_spin:R:1
O 0.75658 -1.80516 0.23436 -0.7 1.4 0.5 0.002
O 0.79792 1.60204 0.10366 -0.5 -0.5 -0.2 -0.129
O -0.86830 -0.30731 -0.14631 -1.4 0.9 -0.3 -0.004
C 1.34026 0.57380 0.58097 -0.6 0.6 -0.2 -0.128
C 0.39931 -0.66917 0.30207 2.3 -1.9 -0.4 -0.031
V -1.00087 1.70360 -0.82928 0.9 -0.4 0.7 3.292
H -1.42489 -1.09779 -0.24547 0.0 -0.2 -0.1 -0.002
```
Positions in Å, forces in eV/Å.

Summary:
<S²>: 3.9591
Total charge: +1
Energy relative to the best compared isomer or geometry (same formula, charge and spin), kJ/mol: 21.0
Multiplicity: 4
Kohn-Sham gap (alpha / beta), eV: 5.810 / 6.706

# 6
DFT (ωB97M-V/def2-TZVPD) results for C2I3NO3 as an isolated structure at a distorted geometry.

Structure (XYZ):
```
9
Properties=species:S:1:pos:R:3:forces:R:3:lowdin_charge:R:1
C 0.11086 0.22726 -2.05296 -1.2 -1.3 -2.8 -0.557
C 1.62906 -0.57565 0.67478 -0.4 0.0 0.3 -1.336
N -0.49073 -1.48103 0.60154 0.1 -1.1 -1.2 -0.554
O 0.41048 -0.65337 1.09539 0.3 0.9 1.3 -0.480
O -0.03064 -0.34549 -3.04236 0.4 -0.6 -0.9 0.180
O 0.10726 0.83658 -1.10688 0.5 2.3 3.2 0.172
I 2.70984 1.04800 1.45553 -0.4 -0.7 -0.4 0.874
I 2.24144 -1.83224 -0.84462 0.2 0.1 0.3 1.004
I -2.23816 -1.59926 1.67791 0.4 0.4 0.2 0.697
```
Positions in Å, forces in eV/Å.

Summary:
Total charge: 0
Energy relative to the best compared isomer or geometry (same formula, charge and spin), kJ/mol: 194.3
Kohn-Sham gap (alpha / beta), eV: 7.672 / 6.986

# 7
DFT (ωB97M-V/def2-TZVPD) results for C2LiO4Tl as an isolated structure at a distorted geometry.

Structure (XYZ):
```
8
Properties=species:S:1:pos:R:3:forces:R:3:mulliken_spin:R:1
O -1.13844 -0.73275 -0.48210 -1.9 5.5 2.2 0.004
C -0.58879 -1.81590 -0.75038 3.2 -4.5 -3.8 0.018
O 0.12141 -2.42854 0.11374 0.8 0.7 1.8 0.005
O -0.59166 -2.23183 -1.96094 -0.7 0.2 0.5 -0.002
Li 0.84972 -0.12122 0.43991 0.9 -5.1 2.6 0.050
Tl 0.06173 1.31030 -0.71077 -2.2 2.8 -4.3 0.525
C 0.46503 2.58995 1.31935 0.1 0.8 1.8 0.296
O 0.82101 3.43000 2.03119 -0.2 -0.6 -0.8 0.103
```
Positions in Å, forces in eV/Å.

Summary:
<S²>: 0.7524
Total charge: -1
Energy relative to the best compared isomer or geometry (same formula, charge and spin), kJ/mol: 153.6
Multiplicity: 2
Kohn-Sham gap (alpha / beta), eV: 5.356 / 5.007

# 8
DFT (ωB97M-V/def2-TZVPD) results for C2N2S2 in the gas phase at a distorted geometry.

Structure (XYZ):
```
6
Properties=species:S:1:pos:R:3:forces:R:3:lowdin_charge:R:1
C -0.37999 -0.30581 -0.09661 -2.1 -1.8 -0.3 -0.377
C 0.26824 0.93640 -0.21660 -1.3 0.5 1.4 -0.819
N -0.85959 -1.35067 -0.00607 0.2 0.3 0.0 0.178
N 1.54684 0.64468 -0.17194 0.7 2.5 -0.1 -0.515
S -0.82019 2.31437 0.09255 2.4 -1.4 -0.8 0.692
S 2.61641 -0.40544 0.10326 0.1 -0.2 -0.2 0.840
```
Positions in Å, forces in eV/Å.

Summary:
Total charge: 0
Energy relative to the best compared isomer or geometry (same formula, charge and spin), kJ/mol: 241.0
Kohn-Sham gap (alpha / beta), eV: 7.231 / 6.294
SMILES: N#CC(=S)N=S

# 9
DFT (ωB97M-V/def2-TZVPD) results for an isolated ion of composition C2N3O3 and charge -1 at a distorted geometry.

Structure (XYZ):
```
8
Properties=species:S:1:pos:R:3:forces:R:3:lowdin_charge:R:1
C 0.02499 0.55521 -0.03031 -0.1 0.2 -0.3 -0.342
C 1.05844 -1.49413 0.65866 -0.6 -2.6 0.8 -0.765
N 0.03836 1.53057 -0.80081 1.2 0.6 0.3 0.058
N -2.43259 1.46473 -0.83475 1.9 0.5 -0.4 0.080
N 0.03167 -0.35187 0.72888 0.3 0.8 1.2 0.207
O 0.72205 -2.27986 -0.21467 0.5 -0.2 -0.7 -0.025
O 1.86012 -1.54011 1.58517 -0.1 1.0 -0.5 -0.017
O -1.43178 1.96773 -1.22687 -3.1 -0.3 -0.3 -0.196
```
Positions in Å, forces in eV/Å.

Summary:
Total charge: -1
Energy relative to the best compared isomer or geometry (same formula, charge and spin), kJ/mol: 369.9
Kohn-Sham gap (alpha / beta), eV: 7.764 / 7.762

# 10
DFT (ωB97M-V/def2-TZVPD) results for a 2-piece molecular cluster, C2N3O3 overall at a distorted geometry.

Structure (XYZ):
```
8
Properties=species:S:1:pos:R:3:forces:R:3:lowdin_charge:R:1
C 2.09502 0.02349 0.95222 0.5 0.0 0.5 -0.167
C 0.72327 0.23442 0.34272 1.4 -2.5 -2.7 -0.788
N 3.13794 0.10010 1.43277 0.2 -0.3 0.0 0.079
N -2.24456 -1.40509 -0.65761 0.3 -3.9 1.1 0.217
N -2.10707 -0.36753 -0.95836 -1.3 2.6 -0.6 -0.331
O 0.45399 -0.56241 -0.60069 0.1 0.6 1.1 -0.090
O 0.21188 1.22605 0.76326 -2.0 2.2 1.2 0.019
O -2.27046 0.75098 -1.27430 0.8 1.3 -0.5 0.061
```
Positions in Å, forces in eV/Å.

Summary:
Total charge: -1
Energy relative to the best compared isomer or geometry (same formula, charge and spin), kJ/mol: 21.9
Kohn-Sham gap, eV: 9.536

# 11
DFT (ωB97M-V/def2-TZVPD) results for a 2-piece molecular cluster, C2N4O5 overall at a distorted geometry.

Structure (XYZ):
```
11
Properties=species:S:1:pos:R:3:forces:R:3:lowdin_charge:R:1
C -0.16522 -0.52369 -0.54682 0.7 -0.6 -0.9 -0.338
C 1.36611 1.31763 0.44240 1.4 0.2 2.1 -0.451
N -0.64762 0.30649 -1.54076 0.2 -0.4 0.1 0.126
N -1.72874 0.78827 -1.13798 -0.2 0.6 -1.3 0.028
N 0.98226 -1.40400 -0.63266 0.2 0.3 -0.9 0.070
N -0.96756 -0.56166 0.45336 -2.2 -0.4 3.1 -0.136
O 1.37172 -1.82678 0.41231 -0.3 0.0 0.1 0.069
O 1.75082 1.66232 -0.58671 -0.3 0.2 -0.9 0.223
O -1.04486 -1.09988 1.54027 0.2 0.6 -1.5 0.118
O -2.08433 0.33996 0.04593 0.8 -0.8 0.8 0.083
O 1.16742 1.00133 1.55066 -0.5 0.2 -0.9 0.207
```
Positions in Å, forces in eV/Å.

Summary:
Total charge: 0
Energy relative to the best compared isomer or geometry (same formula, charge and spin), kJ/mol: 0.0
Kohn-Sham gap (alpha / beta), eV: 8.668 / 8.669
SMILES: O=Nc1nno[n+]1[O-].O=C=O